C6H19NO3 | ωB97M-V/def2-TZVPD

Calculated values
SMILES: CCN[C@@H](CC)CO.O.O
HOMO energy: -8.43 eV

```
29
C6H19NO3 ωB97M-V/def2-TZVPD
C -0.06 0.41 2.95
C -0.79 -0.08 1.65
N -0.92 0.75 0.46
C -0.20 0.44 -0.82
C 1.23 1.04 -0.63
C 2.27 0.94 -1.82
C -0.25 -1.05 -1.18
O -1.03 -1.26 -2.32
H -0.68 1.13 3.46
H 0.98 0.81 2.88
H 0.22 -0.49 3.55
H -0.62 -1.15 1.48
H -1.81 -0.13 2.14
H -0.79 1.68 0.82
H -0.52 1.10 -1.66
H 1.08 2.11 -0.40
H 1.80 0.58 0.21
H 3.03 1.55 -1.34
H 2.07 1.37 -2.83
H 2.60 -0.07 -2.07
H 0.75 -1.47 -1.20
H -0.67 -1.77 -0.45
H -0.66 -0.97 -3.16
O 0.79 -2.61 1.22
H 0.71 -2.13 2.05
H 0.43 -3.46 1.48
O -3.12 0.86 -1.88
H -2.54 0.31 -1.33
H -3.30 1.56 -1.24
```

What are the natural (NBO) partial charges on each atom? They are as follows, in elementary charge units: atom 1 (C): -0.643, atom 2 (C): -0.247, atom 3 (N): -0.653, atom 4 (C): -0.090, atom 5 (C): -0.388, atom 6 (C): -0.635, atom 7 (C): -0.096, atom 8 (O): -0.727, atom 9 (H): 0.213, atom 10 (H): 0.205, atom 11 (H): 0.203, atom 12 (H): 0.212, atom 13 (H): 0.175, atom 14 (H): 0.360, atom 15 (H): 0.222, atom 16 (H): 0.192, atom 17 (H): 0.195, atom 18 (H): 0.215, atom 19 (H): 0.205, atom 20 (H): 0.207, atom 21 (H): 0.177, atom 22 (H): 0.209, atom 23 (H): 0.474, atom 24 (O): -0.925, atom 25 (H): 0.467, atom 26 (H): 0.473, atom 27 (O): -0.939, atom 28 (H): 0.480, atom 29 (H): 0.458